Density functional theory data (ωB97M-V with the def2-TZVPD basis set) for a 2-piece molecular cluster, C14H22BN2 overall at a distorted geometry.

Properties
HOMO in eV: -10.881
Kohn-Sham gap in eV: 6.671
Electronic energy in eV: -18523.558
Strongest force on any atom in eV Å⁻¹: 3.1
Net charge: +1
Relative energy (zero: lowest compared OMol25 entry of this formula, charge and spin) in kcal/mol: 2.9

Last columns: bonded neighbours and bond lengths (Å).
Geometry (Å):
1 C -2.18239 2.85211 -0.32420  C2 1.531, H10 1.093, H11 1.096, H12 1.093
2 C -1.68199 1.45427 -0.69928  C1 1.531, C3 1.533, C4 1.520, H21 1.079
3 C -1.97675 0.41697 0.39006  C2 1.533, H13 1.094, H14 1.095, H15 1.094
4 C -2.15411 1.03736 -2.08217  C2 1.520, C5 1.398, C9 1.397
5 C -2.72133 -0.22190 -2.29614  C4 1.398, C6 1.393, H16 1.088
6 C -3.18106 -0.57074 -3.56405  C5 1.393, C7 1.397, H17 1.088
7 C -3.09216 0.34395 -4.61606  C6 1.397, C8 1.401, H18 1.086
8 C -2.50908 1.60082 -4.40633  C7 1.401, C9 1.393, H19 1.084
9 C -2.03696 1.94210 -3.14077  C4 1.397, C8 1.393, H20 1.091
10 H -1.67046 3.59395 -0.94307  C1 1.093
11 H -3.26109 2.95785 -0.48768  C1 1.096
12 H -1.96383 3.09187 0.71969  C1 1.093
13 H -1.35168 -0.46129 0.20456  C3 1.094
14 H -1.74382 0.82920 1.37689  C3 1.095
15 H -3.02492 0.10455 0.39270  C3 1.094
16 H -2.81362 -0.91162 -1.45928  C5 1.088
17 H -3.59811 -1.56468 -3.71339  C6 1.088
18 H -3.47708 0.07839 -5.59636  C7 1.086
19 H -2.40423 2.30583 -5.22297  C8 1.084
20 H -1.59806 2.92337 -2.95290  C9 1.091
21 H -0.61039 1.56305 -0.75876  C2 1.079
22 B 1.89927 -2.44602 0.87324  H23 1.199, H24 1.196, C25 1.534
23 H 0.98782 -3.12625 1.25173  B22 1.199
24 H 2.24533 -2.21309 -0.24777  B22 1.196
25 C 2.42147 -1.37332 1.83705  B22 1.534, N26 1.369, N30 1.342
26 N 3.55397 -1.95927 2.33587  C25 1.369, C27 1.429, C28 1.363
27 C 4.01178 -3.15335 1.69820  N26 1.429, H32 1.090, H33 1.128, H34 1.101
28 C 4.02498 -1.25705 3.40431  N26 1.363, C29 1.368, H35 1.076
29 C 3.19588 -0.17897 3.55383  C28 1.368, N30 1.380, H36 1.074
30 N 2.23005 -0.26685 2.57202  C25 1.342, C29 1.380, C31 1.455
31 C 1.23586 0.76860 2.33280  N30 1.455, H37 1.096, H38 1.104, H39 1.102
32 H 4.74072 -3.71499 2.28220  C27 1.090
33 H 3.04550 -3.70028 1.49909  C27 1.128
34 H 4.41865 -2.96597 0.69279  C27 1.101
35 H 4.86747 -1.55230 4.00523  C28 1.076
36 H 3.19765 0.64309 4.24467  C29 1.074
37 H 1.46406 1.58453 3.02866  C31 1.096
38 H 1.29818 1.14739 1.29749  C31 1.104
39 H 0.21448 0.39867 2.51806  C31 1.102